No. 1
ORCA calculation (the ωB97M-V functional and the def2-TZVPD basis) on a structure of composition C46H49F3GeN4O6RbS.

<S²>: 0.753
Total energy (eV): -142901.29617
Highest occupied orbital energy (alpha / beta) (eV): -6.81 / -8.35
Energy relative to the best compared isomer or geometry (same formula, charge and spin) (kJ/mol): 89.15

The geometry in ORCA input format:
```
! wB97M-V def2-TZVPD RIJCOSX def2/J DEFGRID3
* xyz 0 2
Rb -0.00296 0.44524 -0.23826
C -3.12550 1.78527 -0.13020
O -2.79518 0.48640 0.34421
C -2.56930 0.42288 1.73708
C -2.39243 -1.03391 2.09116
O -1.19595 -1.56811 1.51070
C -0.20615 -2.01384 2.43255
C 0.52760 -0.88471 3.13753
O 1.42727 -0.16900 2.31092
C 2.63303 -0.87033 2.01385
H -4.05345 2.14558 0.32785
H -3.25160 1.70615 -1.20821
H -2.31907 2.49301 0.06492
H -3.42941 0.82517 2.28384
H -1.68165 1.00738 2.01449
H -3.23517 -1.58757 1.67784
H -2.38964 -1.15843 3.17848
H 0.49958 -2.60999 1.85078
H -0.65561 -2.66161 3.19444
H 1.05587 -1.29990 4.00410
H -0.19893 -0.14902 3.49501
H 3.05895 -1.31379 2.92131
H 3.32734 -0.13383 1.61016
H 2.48519 -1.64140 1.26207
N 3.58178 -2.31497 -2.79215
C 3.01633 -3.53061 -2.46873
C 2.16184 -3.26342 -1.44492
N 2.18229 -1.91396 -1.14218
C 3.05283 -1.37398 -1.96163
C 3.44370 0.03784 -1.97372
N 3.01227 0.95096 -1.13900
C 3.62923 2.12596 -1.51575
C 4.43797 1.91760 -2.58658
N 4.31365 0.57654 -2.87144
H 4.25249 -2.17215 -3.52374
H 3.26405 -4.44376 -2.98882
H 1.52259 -3.95574 -0.91436
H 3.43099 3.05374 -1.00051
H 5.06096 2.57765 -3.16957
H 4.73931 0.11819 -3.65359
C -6.33296 -2.24571 -0.40520
C -5.50019 -3.29232 -0.03124
C -4.14782 -3.26922 -0.37069
C -3.60960 -2.19524 -1.08173
C -4.46305 -1.14761 -1.45141
C -5.81267 -1.17346 -1.12455
Ge -1.71187 -2.11188 -1.60148
C -1.02837 -3.93952 -1.20664
C -0.91504 -4.40330 0.11037
C -0.44059 -5.68237 0.39087
C -0.07100 -6.52853 -0.64819
C -0.19565 -6.09205 -1.96190
C -0.66902 -4.81199 -2.23835
C -1.67927 -2.08497 -3.56784
C -2.83878 -2.05457 -4.34259
C -2.76142 -2.06426 -5.73464
C -1.52591 -2.10471 -6.36735
C -0.36310 -2.14315 -5.60507
C -0.44250 -2.13138 -4.21896
H -7.38548 -2.26643 -0.14272
H -5.90343 -4.13480 0.52105
H -3.51775 -4.10438 -0.08512
H -4.05904 -0.30050 -2.00110
H -6.45962 -0.35674 -1.42728
H -1.21033 -3.75495 0.92777
H -0.36164 -6.01814 1.41938
H 0.29654 -7.52593 -0.43612
H 0.07616 -6.75192 -2.77858
H -0.74985 -4.49150 -3.26970
H -3.81245 -2.03400 -3.86656
H -3.67178 -2.03848 -6.32432
H -1.46826 -2.10818 -7.45091
H 0.60552 -2.16862 -6.09388
H 0.47266 -2.15364 -3.63110
O -0.14871 2.59503 1.17323
S 0.91796 3.42192 0.51424
C 0.14334 4.91439 -0.17958
C -0.58962 5.83866 0.75516
C -0.16175 7.16023 0.87453
C -0.82376 8.05673 1.70568
C -1.92889 7.63935 2.43301
C -2.36512 6.32401 2.32055
C -1.70543 5.43006 1.48873
C 1.83872 4.25151 1.90840
C 1.16725 4.20645 3.25194
C 0.68510 5.36678 3.84740
C 0.07335 5.32365 5.09454
C -0.07419 4.11206 5.75585
C 0.40832 2.94625 5.16988
C 1.02577 2.99163 3.92770
H -0.49074 4.51021 -0.96632
H 0.98392 5.42759 -0.65519
H 0.70463 7.49283 0.30943
H -0.47852 9.08173 1.77583
H -2.44896 8.33612 3.08001
H -3.22172 5.98624 2.89223
H -2.04388 4.40392 1.42189
H 2.04578 5.27468 1.58453
H 2.78032 3.69604 1.93649
H 0.78171 6.31642 3.32698
H -0.29372 6.23884 5.54430
H -0.55896 4.07588 6.72598
H 0.30516 1.99841 5.68720
H 1.40694 2.08001 3.47569
F -0.16768 1.53178 -5.06379
C 0.53514 1.51044 -3.92243
F 1.25341 0.35556 -3.91593
F 1.40956 2.52096 -3.96911
C -0.41448 1.56344 -2.67771
O -0.19207 2.49708 -1.88099
O -1.25873 0.65393 -2.62569
*
```


No. 2
ORCA calculation (the ωB97M-V functional and the def2-TZVPD basis) on a structure of composition C46H49N5NaO3P3Te.

Total energy (eV): -101671.45851
Highest occupied orbital energy (eV): -6.43

The geometry in ORCA input format:
```
! wB97M-V def2-TZVPD RIJCOSX def2/J DEFGRID3
* xyz 0 1
Na -0.32162 -0.05140 -0.12701
C -1.93277 -0.22003 2.56642
N -0.52804 -0.38468 2.22303
C -0.09717 -1.70391 2.69407
C 1.29391 -2.10853 2.27988
C 2.22575 -2.52195 3.22582
C 3.47932 -2.93175 2.79843
C 3.75531 -2.90863 1.44175
C 2.75554 -2.49596 0.57209
N 1.55355 -2.11108 0.97680
C 0.22530 0.71541 2.81348
C 1.64716 0.83054 2.34128
C 2.66649 1.17392 3.22205
C 3.96074 1.28841 2.74265
C 4.19991 1.00066 1.40748
C 3.11840 0.68551 0.60199
N 1.86456 0.64468 1.04055
C -2.64790 0.87256 1.81948
C -3.82891 1.38965 2.34983
C -4.56801 2.28434 1.59964
C -4.11312 2.62290 0.33386
C -2.91162 2.08791 -0.09158
N -2.18058 1.24359 0.63209
H -2.06458 -0.05864 3.65046
H -2.44962 -1.14577 2.30679
H -0.77878 -2.43101 2.24540
H -0.17288 -1.77045 3.79259
H 1.96556 -2.53309 4.27669
H 4.22033 -3.26556 3.51333
H 4.71977 -3.21828 1.06242
H 2.91549 -2.47731 -0.50115
H 0.20188 0.66924 3.91554
H -0.27347 1.63814 2.51567
H 2.44459 1.35692 4.26618
H 4.77036 1.58549 3.39700
H 5.19987 1.03292 0.99696
H 3.25636 0.45813 -0.44964
H -4.15725 1.08230 3.33480
H -5.48756 2.70240 1.98987
H -4.66904 3.29667 -0.30373
H -2.51300 2.33576 -1.06602
N 0.63144 3.78961 0.99093
P 0.20156 3.16474 -0.58009
C -0.01668 4.76962 -1.50319
C 0.80227 5.87733 -1.28907
C 0.52507 7.09304 -1.88927
C -0.57242 7.21488 -2.73077
C -1.37132 6.11231 -2.98638
C -1.09683 4.89746 -2.37169
C 1.76367 2.70121 -1.40892
C 1.60071 1.78064 -2.44521
C 2.66248 1.45903 -3.27759
C 3.90645 2.03575 -3.06207
C 4.08710 2.91525 -2.00267
C 3.02120 3.25184 -1.18340
P -0.90250 4.41667 1.53015
C -0.62925 6.24020 1.56425
C -1.52132 7.05515 0.87638
C -1.36862 8.43388 0.88520
C -0.32383 9.00572 1.59402
C 0.56854 8.20019 2.29087
C 0.41492 6.82383 2.27877
C -0.81431 4.18511 3.35166
C -2.01399 4.33450 4.04595
C -2.06524 4.13479 5.41607
C -0.91114 3.78583 6.10477
C 0.28803 3.64731 5.42182
C 0.33842 3.84198 4.04877
H 1.40385 4.44729 1.01399
H 1.67368 5.80571 -0.64840
H 1.14729 7.95608 -1.68846
H -0.80342 8.17127 -3.18249
H -2.21724 6.20545 -3.65605
H -1.72674 4.03653 -2.56802
H 0.63222 1.31015 -2.58953
H 2.52268 0.75690 -4.08913
H 4.73601 1.80681 -3.71845
H 5.06509 3.34064 -1.81269
H 3.18148 3.93428 -0.35586
H -2.33975 6.59475 0.33434
H -2.05889 9.06474 0.33961
H -0.20356 10.08147 1.61244
H 1.37827 8.65305 2.84943
H 1.09077 6.19802 2.85083
H -2.90361 4.62030 3.49475
H -3.00260 4.24211 5.94712
H -0.94416 3.63186 7.17570
H 1.18638 3.37907 5.96530
H 1.27118 3.71271 3.51112
C -3.58634 -3.65029 1.23489
C -3.75229 -2.49209 0.26717
O -2.49081 -1.90119 -0.03240
P -2.02863 -1.72665 -1.62942
O -0.59933 -1.33735 -1.55025
Te -2.76700 -3.51102 -2.95144
O -2.78337 -0.30359 -1.99103
C -4.14689 -0.23606 -2.39482
C -4.30345 0.78132 -3.50889
H -4.56637 -4.04313 1.50812
H -3.07340 -3.33045 2.14487
H -3.00444 -4.44126 0.76154
H -4.41424 -1.72391 0.68760
H -4.20831 -2.87566 -0.64960
H -4.76756 0.03874 -1.53235
H -4.47231 -1.21550 -2.75678
H -3.93670 1.75791 -3.18621
H -5.35560 0.86646 -3.78273
H -3.73944 0.45991 -4.38431
*
```